No. 1
Here is a structure of composition C43H48CaF3N8O3P2S2 in a non-equilibrium geometry from the Open Molecules 2025 dataset. Energies are from wB97M-V/def2-TZVPD.

Computed properties:
Energy above the lowest of the compared OMol25 structures with the same formula, charge and spin in eV: 0.000
Strongest force on any atom in eV/Å: 1.2
HOMO-LUMO gap in eV: 8.70
Total energy in Ha: -4787.51623

Structure (ORCA input):
```
! RIJCOSX wB97M-V def2-TZVPD def2/J DEFGRID3
* xyz 1 1
Ca -0.97 0.42 0.12
N -2.33 -1.38 1.45
C -3.80 -1.37 1.32
C -4.31 0.00 0.90
N -3.61 0.53 -0.28
C -4.02 -0.04 -1.56
C -3.19 -1.24 -1.99
N -1.76 -0.96 -1.91
H -2.01 -2.35 1.50
H -2.10 -1.02 2.38
H -4.30 -1.66 2.25
H -4.08 -2.13 0.58
H -4.14 0.71 1.71
H -5.39 -0.06 0.73
H -3.76 1.53 -0.30
H -3.93 0.74 -2.32
H -5.08 -0.34 -1.54
H -3.50 -1.54 -2.99
H -3.39 -2.10 -1.34
H -1.49 -0.36 -2.69
H -1.21 -1.81 -2.00
N 1.51 -2.20 1.49
P 1.08 -0.71 2.16
C 2.69 -0.01 2.64
C 2.79 0.90 3.69
C 4.02 1.47 4.00
C 5.15 1.13 3.28
C 5.06 0.22 2.24
C 3.84 -0.34 1.92
C 0.36 -1.10 3.79
C -0.71 -0.35 4.28
C -1.27 -0.63 5.51
C -0.77 -1.68 6.28
C 0.30 -2.43 5.81
C 0.86 -2.14 4.58
P 0.67 -2.87 0.17
C 2.00 -3.80 -0.65
C 3.20 -3.16 -0.96
C 4.19 -3.82 -1.66
C 4.00 -5.13 -2.08
C 2.81 -5.77 -1.79
C 1.81 -5.12 -1.08
C -0.38 -4.18 0.87
C -1.49 -4.58 0.11
C -2.36 -5.55 0.59
C -2.16 -6.10 1.84
C -1.08 -5.70 2.61
C -0.19 -4.75 2.12
H 2.21 -2.76 1.97
H 1.91 1.17 4.26
H 4.08 2.17 4.82
H 6.11 1.57 3.54
H 5.95 -0.06 1.68
H 3.78 -1.05 1.10
H -1.10 0.48 3.70
H -2.09 -0.03 5.88
H -1.21 -1.90 7.24
H 0.70 -3.24 6.41
H 1.71 -2.72 4.24
H 3.34 -2.13 -0.67
H 5.12 -3.31 -1.88
H 4.78 -5.64 -2.62
H 2.66 -6.79 -2.11
H 0.90 -5.65 -0.85
H -1.66 -4.14 -0.87
H -3.21 -5.86 -0.02
H -2.85 -6.85 2.22
H -0.92 -6.12 3.59
H 0.64 -4.43 2.74
F -2.18 3.32 4.06
C -1.67 4.04 3.06
F -0.84 4.95 3.56
F -2.67 4.67 2.44
S -0.78 2.94 1.90
O 0.33 2.42 2.67
O -0.44 3.71 0.74
O -1.80 1.90 1.61
S -2.59 5.00 -5.30
C -2.10 3.93 -3.96
C -1.22 2.87 -4.16
C -0.89 2.08 -3.08
N -1.37 2.25 -1.84
C -2.20 3.28 -1.66
C -2.59 4.14 -2.68
C -1.05 5.85 -5.57
C -0.64 6.89 -4.75
C 0.57 7.51 -5.02
N 1.37 7.18 -6.04
C 0.95 6.19 -6.83
C -0.24 5.50 -6.65
H -0.80 2.67 -5.13
H -0.17 1.27 -3.20
H -2.54 3.45 -0.65
H -3.26 4.96 -2.47
H -1.24 7.21 -3.91
H 0.92 8.32 -4.39
H 1.60 5.94 -7.67
H -0.53 4.71 -7.33
C 2.55 2.23 -0.13
C 2.32 1.16 -1.14
N 1.28 0.35 -1.21
C 1.54 -0.49 -2.29
C 2.72 -0.17 -2.86
N 3.21 0.88 -2.12
H 1.72 2.30 0.56
H 2.66 3.21 -0.61
H 3.45 2.02 0.45
H 0.87 -1.29 -2.57
H 3.26 -0.59 -3.69
H 4.08 1.36 -2.26
*
```


No. 2
Here is a structure of composition C43H49AsMoN4O2PS5 in a non-equilibrium geometry from the Open Molecules 2025 dataset. Energies are from wB97M-V/def2-TZVPD.

Computed properties:
Energy above the lowest of the compared OMol25 structures with the same formula, charge and spin in eV: 1.705
Strongest force on any atom in eV/Å: 1.8
HOMO-LUMO gap (alpha / beta) in eV: 6.59 / 6.62
Total energy in Ha: -6673.11557

Structure (ORCA input):
```
! RIJCOSX wB97M-V def2-TZVPD def2/J DEFGRID3
* xyz 2 2
Mo 1.53 -1.63 -0.06
C 5.03 -4.87 3.58
C 4.81 -3.38 3.54
O 4.58 -3.01 2.14
P 3.90 -1.64 1.76
S 4.11 -1.38 -0.19
S 1.97 -1.60 2.37
O 4.72 -0.60 2.62
C 4.36 0.81 2.65
C 4.36 1.27 4.08
H 5.42 -5.15 4.57
H 5.77 -5.17 2.83
H 4.11 -5.43 3.41
H 5.69 -2.84 3.88
H 3.95 -3.08 4.14
H 3.39 0.95 2.19
H 5.11 1.33 2.06
H 3.57 0.76 4.65
H 4.17 2.34 4.12
H 5.32 1.07 4.56
N -0.37 -1.71 -0.64
S -1.72 -1.15 -0.63
N -2.00 0.28 -1.36
S -1.83 1.67 -0.71
N -0.53 2.07 0.04
S 0.96 1.70 -0.53
N 1.50 0.37 -0.23
C 1.88 3.01 0.20
C 1.31 3.94 1.05
C 2.13 4.92 1.60
C 3.48 4.97 1.27
C 4.03 4.02 0.41
C 3.23 3.03 -0.14
C 0.95 2.05 -2.27
C 0.99 3.36 -2.74
C 1.01 3.57 -4.11
C 1.00 2.48 -4.98
C 0.95 1.18 -4.49
C 0.94 0.95 -3.13
C -2.22 2.74 -2.05
C -2.25 4.10 -1.76
C -2.57 4.97 -2.78
C -2.85 4.48 -4.06
C -2.82 3.12 -4.32
C -2.51 2.22 -3.30
C -3.08 2.02 0.47
C -4.39 1.85 0.03
C -5.41 2.12 0.92
C -5.11 2.54 2.21
C -3.80 2.69 2.63
C -2.75 2.43 1.75
C -2.38 -1.03 1.00
C -1.49 -0.68 2.01
C -1.96 -0.61 3.31
C -3.30 -0.86 3.58
C -4.18 -1.20 2.55
C -3.72 -1.28 1.25
C -2.87 -2.10 -1.57
C -2.72 -3.48 -1.48
C -3.63 -4.28 -2.15
C -4.66 -3.71 -2.88
C -4.80 -2.33 -2.95
C -3.90 -1.51 -2.29
H 0.26 3.90 1.29
H 1.71 5.66 2.28
H 4.11 5.74 1.69
H 5.09 4.06 0.16
H 3.65 2.27 -0.79
H 1.02 4.20 -2.05
H 1.05 4.58 -4.50
H 1.03 2.65 -6.05
H 0.95 0.34 -5.18
H 0.93 -0.05 -2.73
H -2.02 4.46 -0.76
H -2.60 6.04 -2.59
H -3.11 5.17 -4.85
H -3.04 2.75 -5.31
H -2.47 1.15 -3.48
H -4.60 1.54 -0.99
H -6.44 2.01 0.60
H -5.92 2.75 2.91
H -3.58 3.01 3.64
H -1.72 2.54 2.05
H -0.45 -0.48 1.79
H -1.28 -0.35 4.12
H -3.67 -0.81 4.60
H -5.22 -1.40 2.77
H -4.40 -1.56 0.45
H -1.90 -3.89 -0.90
H -3.53 -5.36 -2.10
H -5.37 -4.35 -3.40
H -5.60 -1.89 -3.53
H -3.99 -0.43 -2.34
C 0.90 -5.19 -1.58
As 1.91 -4.13 -0.31
C 3.69 -4.74 -0.74
C 1.55 -5.14 1.31
H 1.28 -6.20 -1.56
H 1.01 -4.78 -2.58
H -0.16 -5.21 -1.33
H 3.67 -5.82 -0.82
H 4.38 -4.44 0.04
H 4.00 -4.30 -1.68
H 1.67 -6.20 1.11
H 0.54 -4.94 1.66
H 2.25 -4.83 2.07
*
```


No. 3
Here is a structure of composition C43H49ClN9O8S3Si4TeTi in a non-equilibrium geometry from the Open Molecules 2025 dataset. Energies are from wB97M-V/def2-TZVPD.

Computed properties:
Energy above the lowest of the compared OMol25 structures with the same formula, charge and spin in eV: 2.284
Strongest force on any atom in eV/Å: 2.3
HOMO-LUMO gap in eV: 6.67
Total energy in Ha: -6693.16545

Structure (ORCA input):
```
! RIJCOSX wB97M-V def2-TZVPD def2/J DEFGRID3
* xyz -1 1
Ti -0.18 0.23 0.75
C -0.30 2.15 4.53
C -1.24 2.89 3.61
C -1.78 4.11 4.07
C -2.65 4.80 3.29
C -3.02 4.26 2.03
C -3.93 4.93 1.19
C -4.30 4.37 0.00
C -3.78 3.11 -0.37
C -2.89 2.43 0.43
S -2.44 0.80 -0.09
C -2.46 3.02 1.66
N -1.55 2.36 2.44
H -0.15 2.72 5.45
H 0.67 2.02 4.06
H -0.71 1.18 4.78
H -1.49 4.49 5.04
H -3.07 5.74 3.61
H -4.34 5.89 1.50
H -5.00 4.87 -0.66
H -4.10 2.64 -1.29
O 1.45 -1.93 6.56
C 1.41 -2.39 5.29
O 1.19 -3.54 5.07
C 1.72 -1.37 4.25
C 2.94 -0.90 3.89
Cl 4.42 -1.48 4.50
N 2.79 -0.02 2.85
N 1.48 0.06 2.53
C 0.84 -0.76 3.35
C -0.63 -0.97 3.27
O -1.23 -1.37 4.24
O -1.14 -0.71 2.09
C 3.83 0.61 2.06
C 5.04 0.96 2.65
C 6.08 1.42 1.86
C 5.91 1.59 0.49
C 4.68 1.31 -0.08
C 3.64 0.82 0.70
H 1.59 -0.97 6.56
H 5.16 0.90 3.71
H 7.03 1.67 2.33
H 6.73 1.95 -0.12
H 4.52 1.45 -1.14
H 2.70 0.61 0.24
O -0.13 -0.17 -2.27
C -0.50 -0.44 -1.18
C -1.80 -5.19 -5.48
Si -0.90 -4.36 -4.04
C -0.16 -5.77 -3.04
C 0.37 -3.21 -4.78
Si -2.42 -3.23 -2.67
Te -1.68 -2.12 -0.53
Si -3.83 -1.86 -3.93
C -5.02 -2.93 -4.92
C -2.91 -0.80 -5.18
C -4.82 -0.72 -2.82
Si -3.75 -4.80 -1.51
C -5.19 -3.90 -0.70
C -2.79 -5.69 -0.16
C -4.45 -6.13 -2.64
H -1.11 -5.80 -6.06
H -2.25 -4.45 -6.16
H -2.61 -5.84 -5.11
H 0.83 -6.07 -3.42
H -0.82 -6.64 -3.05
H -0.03 -5.45 -2.00
H 1.23 -3.76 -5.19
H 0.74 -2.52 -4.03
H -0.08 -2.62 -5.59
H -4.47 -3.66 -5.53
H -5.65 -2.33 -5.58
H -5.68 -3.51 -4.25
H -2.41 -1.42 -5.93
H -2.13 -0.20 -4.68
H -3.59 -0.12 -5.69
H -5.58 -1.28 -2.26
H -5.32 0.08 -3.39
H -4.15 -0.25 -2.08
H -4.83 -2.99 -0.21
H -5.69 -4.52 0.05
H -5.94 -3.60 -1.45
H -2.34 -4.96 0.53
H -1.96 -6.28 -0.58
H -3.43 -6.36 0.42
H -5.00 -5.68 -3.48
H -5.13 -6.79 -2.10
H -3.64 -6.75 -3.06
N 7.23 6.31 0.53
C 6.08 5.68 1.00
C 6.12 4.89 2.14
C 4.96 4.33 2.65
C 3.74 4.55 2.03
C 3.69 5.34 0.88
C 4.84 5.90 0.37
S 2.28 3.86 2.76
O 1.34 4.94 2.96
O 2.75 3.15 3.92
N 1.69 2.75 1.74
C 0.82 3.01 0.76
S 0.12 4.60 0.43
C -0.56 3.97 -1.05
C -0.33 2.66 -1.17
N 0.40 2.06 -0.13
H 8.11 5.91 0.81
H 7.20 6.64 -0.42
H 7.07 4.71 2.64
H 4.98 3.72 3.55
H 2.74 5.54 0.40
H 4.80 6.52 -0.52
H -1.12 4.60 -1.72
H -0.64 2.05 -1.99
O 1.00 -1.32 0.28
N 2.13 -1.66 0.78
C 2.77 -2.57 0.15
C 2.33 -3.17 -1.08
N 1.94 -3.61 -2.07
C 4.05 -2.95 0.73
N 5.06 -3.24 1.19
*
```


No. 4
Here is a structure of composition C43H51BGe2MnN6Sb in a non-equilibrium geometry from the Open Molecules 2025 dataset. Energies are from wB97M-V/def2-TZVPD.

Computed properties:
Strongest force on any atom in eV/Å: 1.3
HOMO-LUMO gap (alpha / beta) in eV: 7.41 / 6.96
Total energy in Ha: -7567.45597

Structure (ORCA input):
```
! RIJCOSX wB97M-V def2-TZVPD def2/J DEFGRID3
* xyz 1 6
Mn 0.18 1.20 0.17
C 0.08 4.63 -2.76
C -0.11 3.28 -2.50
N 0.19 2.99 -1.24
N 0.59 4.15 -0.67
C 0.52 5.15 -1.56
B 0.92 4.27 0.84
N 2.04 3.28 1.24
C 3.22 3.61 1.77
C 3.86 2.45 2.18
C 2.98 1.43 1.85
N 1.88 1.93 1.28
N -0.36 3.91 1.61
C -1.02 4.63 2.53
C -2.21 3.98 2.82
C -2.18 2.84 2.02
N -1.07 2.80 1.29
H -0.09 5.16 -3.68
H -0.42 2.50 -3.18
H 0.81 6.15 -1.28
H 1.27 5.38 1.08
H 3.53 4.63 1.85
H 4.83 2.37 2.65
H 3.08 0.37 2.02
H -0.62 5.56 2.90
H -2.98 4.28 3.51
H -2.94 2.08 1.92
C 4.21 2.53 -3.25
C 3.22 2.60 -2.08
Ge 2.43 0.79 -1.74
C 3.78 -0.40 -0.84
C 4.89 -0.86 -1.79
C 1.91 -0.06 -3.43
C 0.78 -0.76 -3.45
Ge -0.17 -0.66 -1.69
C -1.98 0.31 -1.77
C -3.03 -0.16 -2.77
C -0.18 -2.54 -0.93
C -0.88 -3.63 -1.74
C 0.31 -1.57 -4.58
C 1.16 -1.92 -5.64
C 0.68 -2.66 -6.71
C -0.64 -3.08 -6.75
C -1.49 -2.75 -5.71
C -1.01 -2.01 -4.64
H 4.60 3.52 -3.45
H 3.73 2.16 -4.16
H 5.06 1.88 -3.02
H 2.42 3.29 -2.33
H 3.70 2.95 -1.17
H 3.24 -1.27 -0.45
H 4.20 0.14 0.01
H 4.48 -1.35 -2.68
H 5.54 -1.57 -1.28
H 5.51 -0.02 -2.11
H 2.57 0.02 -4.29
H -1.72 1.35 -1.96
H -2.39 0.28 -0.76
H -2.72 0.03 -3.79
H -3.96 0.39 -2.59
H -3.26 -1.22 -2.67
H -0.60 -2.52 0.07
H 0.88 -2.78 -0.83
H -1.93 -3.41 -1.92
H -0.83 -4.57 -1.18
H -0.39 -3.79 -2.70
H 2.20 -1.63 -5.63
H 1.35 -2.92 -7.52
H -1.01 -3.66 -7.59
H -2.52 -3.08 -5.72
H -1.67 -1.77 -3.81
C -2.96 0.85 6.48
C -3.83 0.75 5.40
C -3.35 0.39 4.16
C -2.00 0.13 3.97
C -1.12 0.26 5.04
C -1.61 0.61 6.30
Sb -1.33 -0.51 2.05
C -2.84 -2.03 1.80
C -3.27 -2.39 0.53
C -4.26 -3.36 0.38
C -4.81 -3.98 1.49
C -4.37 -3.63 2.76
C -3.39 -2.66 2.92
C 0.28 -1.76 2.70
C 1.50 -1.67 2.04
C 2.58 -2.45 2.43
C 2.44 -3.33 3.50
C 1.22 -3.42 4.17
C 0.15 -2.64 3.77
H -3.34 1.12 7.46
H -4.89 0.95 5.54
H -4.05 0.28 3.33
H -0.06 0.08 4.91
H -0.93 0.69 7.14
H -2.86 -1.92 -0.35
H -4.60 -3.62 -0.62
H -5.58 -4.72 1.36
H -4.79 -4.12 3.63
H -3.08 -2.39 3.91
H 1.60 -1.00 1.19
H 3.53 -2.38 1.91
H 3.27 -3.93 3.82
H 1.10 -4.11 4.99
H -0.80 -2.70 4.30
*
```